A structure of composition C27H30F5N5O5SSeTeW at a distorted geometry, computed with wB97M-V/def2-TZVPD.

XYZ file:
```
76
Properties=species:S:1:pos:R:3:mulliken_charge:R:1
W -0.099 -0.693 -0.553 1.534
C -0.993 -1.562 3.214 0.247
C -2.369 -1.007 2.816 -0.888
C -2.616 -0.985 1.305 -1.571
N -1.817 -0.008 0.549 0.178
C -2.255 1.237 0.489 0.525
C -3.398 1.675 1.200 -0.294
C -4.056 2.894 1.225 -0.714
C -3.738 4.112 0.654 -0.978
C -2.579 4.367 -0.074 -0.501
C -1.586 3.517 -0.496 -0.716
C -1.458 2.097 -0.411 0.923
N -0.577 1.435 -1.112 0.069
C 0.194 2.184 -2.103 -1.582
C 0.938 1.281 -3.068 -0.652
C 2.169 0.682 -2.414 -1.010
N 1.790 0.312 -1.062 -0.046
C 2.624 -0.472 -0.298 1.513
C 4.034 -0.615 -0.718 -1.584
C 5.184 -0.448 -0.050 -0.453
C 5.428 -0.103 1.320 -0.620
C 4.486 0.099 2.263 -0.844
C 3.061 0.042 2.184 0.013
C 2.221 -0.235 1.142 0.742
N 0.854 -0.162 1.226 -0.130
C 0.311 0.483 2.416 -0.986
C 0.031 -0.486 3.563 -1.309
H -0.605 -2.181 2.405 -0.592
H -1.092 -2.237 4.064 0.665
H -2.511 -0.014 3.260 0.376
H -3.149 -1.652 3.230 0.528
H -3.672 -0.820 1.074 0.533
H -2.378 -1.967 0.916 0.842
H -3.872 0.918 1.801 0.327
H -4.964 2.887 1.822 0.318
H -4.409 4.942 0.835 0.328
H -2.430 5.403 -0.365 0.299
H -0.789 4.006 -1.034 0.379
H 0.913 2.836 -1.590 0.526
H -0.497 2.819 -2.665 0.836
H 1.218 1.858 -3.954 0.584
H 0.273 0.478 -3.394 0.170
H 2.965 1.441 -2.364 0.307
H 2.540 -0.146 -3.021 0.408
H 4.118 -0.889 -1.758 0.163
H 6.078 -0.601 -0.648 0.357
H 6.467 -0.012 1.617 0.297
H 4.853 0.341 3.257 0.302
H 2.582 0.225 3.133 0.348
H -0.610 0.998 2.163 -0.045
H 1.008 1.262 2.737 0.863
H -0.331 0.101 4.419 0.479
H 0.956 -0.976 3.878 0.468
O 1.122 -3.931 -1.750 -0.651
S 1.638 -2.620 -1.912 1.277
O 2.842 -2.446 -2.672 -0.746
O 1.888 -1.979 -0.434 -0.410
O 0.551 -1.644 -2.339 -0.513
Se -2.256 -1.020 -2.315 0.035
C -2.993 0.674 -2.798 0.206
C -4.081 1.215 -2.112 -0.091
C -4.611 2.434 -2.505 -0.529
N -4.150 3.153 -3.529 -0.695
C -3.124 2.624 -4.199 -0.478
C -2.528 1.414 -3.886 -0.291
H -4.506 0.685 -1.269 0.402
H -5.445 2.862 -1.957 0.390
H -2.757 3.203 -5.042 0.360
H -1.707 1.043 -4.488 0.494
F 0.624 -4.459 3.990 -0.552
Te 0.036 -5.102 2.211 1.651
F -0.225 -6.689 3.200 -0.428
F 1.801 -5.919 1.951 -0.532
F -0.714 -6.226 0.797 -0.527
F -1.807 -4.748 2.841 -0.555
O -0.665 -2.223 -0.087 -0.750
```

For the highest occupied orbital energy, the calculation gives -2.86 eV. Its energy above the lowest of the compared OMol25 structures with the same formula, charge and spin is 22.9 kcal per mole. As for the net charge: -2. The calculation puts the HOMO-LUMO gap at 0.2455 hartree.

A cluster of 3 separate species, C27H30FN6O8S in total, computed with wB97M-V/def2-TZVPD.

XYZ file:
```
73
Properties=species:S:1:pos:R:3:mulliken_charge:R:1
C 0.232 6.131 -2.033 -1.642
C 0.768 5.345 -0.821 0.735
C 1.011 6.338 0.316 -1.946
C -0.282 4.308 -0.311 -1.026
C 0.005 2.864 -0.615 0.956
C 0.444 2.449 -1.860 1.095
F 0.613 3.319 -2.824 -0.336
C 0.723 1.103 -2.174 0.064
C 1.209 0.730 -3.512 0.105
C 0.414 0.925 -4.640 -0.394
C 0.948 0.548 -5.851 -0.682
C 2.225 -0.003 -5.886 -0.302
N 3.002 -0.188 -4.824 -0.625
C 2.480 0.190 -3.663 -0.186
N 0.532 0.181 -1.269 -0.614
N 0.076 0.558 -0.084 0.263
S -0.162 -0.796 1.007 -0.145
C -0.190 1.810 0.322 0.808
C -0.683 2.066 1.701 -2.878
C -2.264 2.165 1.780 1.286
N -2.966 1.877 0.547 -0.702
N -2.626 3.512 2.152 -0.576
N -2.792 1.207 2.767 -0.603
H 1.023 6.379 -2.733 0.345
H -0.502 5.565 -2.599 0.400
H -0.259 7.040 -1.702 0.448
H 1.691 4.838 -1.084 0.491
H 0.047 6.713 0.653 0.446
H 1.538 5.887 1.152 0.404
H 1.572 7.194 -0.045 0.474
H -0.403 4.463 0.750 0.059
H -1.250 4.547 -0.750 0.429
H -0.573 1.351 -4.547 0.527
H 0.396 0.674 -6.767 0.418
H 2.631 -0.312 -6.838 0.403
H 3.095 0.062 -2.785 0.560
H -1.235 -1.299 0.376 0.205
H -0.299 1.340 2.402 0.560
H -0.259 3.021 1.985 0.767
H -2.818 0.946 0.182 0.205
H -2.843 2.588 -0.157 0.287
H -1.896 3.992 2.653 0.196
H -3.472 3.479 2.700 0.343
H -2.838 0.301 2.316 0.264
H -2.120 1.119 3.519 0.215
C 3.382 -4.499 -1.239 -1.125
C 2.864 -5.727 -1.078 0.249
C 1.407 -6.019 -1.331 1.079
O 1.028 -7.160 -1.168 -0.606
C 0.544 -4.926 -1.751 -0.974
C 1.065 -3.705 -1.917 0.488
C 2.524 -3.415 -1.665 0.947
O 2.907 -2.267 -1.829 -0.510
O 0.348 -2.657 -2.309 -0.563
O 3.575 -6.769 -0.687 -0.563
H 4.424 -4.280 -1.056 0.466
H -0.499 -5.145 -1.929 0.465
H 0.962 -1.902 -2.370 0.199
H 2.964 -7.530 -0.659 0.373
C -2.771 -4.312 4.131 -0.845
C -2.761 -2.974 4.146 0.309
C -1.508 -2.189 4.430 0.884
O -1.592 -0.970 4.374 -0.624
C -0.290 -2.904 4.731 -1.027
C -0.297 -4.248 4.728 0.370
C -1.544 -5.039 4.412 1.021
O -1.448 -6.247 4.411 -0.597
O 0.767 -4.978 4.990 -0.567
O -3.841 -2.235 3.910 -0.610
H -3.664 -4.886 3.925 0.456
H 0.598 -2.329 4.952 0.479
H 0.489 -5.913 4.921 0.376
H -3.578 -1.303 4.025 0.348
```

For the highest occupied orbital energy, the calculation gives -11.65 eV. As for the net charge: +1. The calculation puts the HOMO-LUMO gap at 0.2662 hartree.

A structure of composition C27H30N2OPdS2 at a distorted geometry, computed with wB97M-V/def2-TZVPD.

XYZ file:
```
63
Properties=species:S:1:pos:R:3:mulliken_charge:R:1
Pd 0.281 0.193 -0.225 -0.637
C 3.430 0.139 1.531 -0.856
C 2.451 1.285 1.800 0.270
C 1.776 1.132 3.128 0.364
C 2.210 1.816 4.251 -0.524
C 1.595 1.640 5.482 -0.822
C 0.484 0.820 5.573 -0.504
C 0.005 0.135 4.469 0.469
C -1.290 -0.629 4.584 -0.766
C -2.466 0.257 4.166 -1.039
C 0.683 0.245 3.237 -0.075
N 0.234 -0.434 2.131 0.416
C 0.151 -1.726 2.126 -0.159
C -0.507 -2.479 1.136 0.293
C -0.823 -3.855 1.167 -1.195
C -1.544 -4.105 0.014 -0.443
C -1.614 -2.882 -0.671 -0.858
N -1.013 -1.908 -0.003 0.146
H 3.912 0.283 0.567 0.133
H 2.887 -0.803 1.490 0.128
H 4.190 0.077 2.311 0.378
H 1.677 1.249 0.981 -0.712
H 2.975 2.245 1.757 0.557
H 3.057 2.490 4.171 0.366
H 1.974 2.141 6.366 0.355
H -0.016 0.699 6.528 0.345
H -1.427 -0.962 5.618 0.485
H -1.283 -1.508 3.939 0.131
H -2.525 1.145 4.796 0.318
H -3.406 -0.289 4.246 0.378
H -2.335 0.565 3.131 0.173
H 0.616 -2.301 2.946 0.228
H -0.579 -4.554 1.951 0.429
H -1.968 -5.045 -0.306 0.394
H -2.077 -2.705 -1.632 0.427
C 7.498 -3.185 -5.266 -0.729
C 8.716 -2.345 -5.002 0.625
O 9.710 -2.329 -5.716 -0.616
S 8.726 -1.432 -3.468 -0.130
C 6.992 -1.194 -3.078 -0.502
C 6.347 -0.064 -3.574 -0.037
C 5.038 0.192 -3.240 -0.735
C 4.324 -0.668 -2.384 0.147
C 4.990 -1.819 -1.918 -0.467
C 6.301 -2.074 -2.245 -0.005
C 3.032 -0.358 -1.942 -0.645
C 1.947 0.001 -1.498 -0.108
H 7.236 -3.138 -6.323 0.279
H 6.653 -2.866 -4.663 0.249
H 7.733 -4.222 -5.020 0.222
H 6.896 0.611 -4.217 0.396
H 4.548 1.081 -3.615 0.434
H 4.453 -2.495 -1.266 0.452
H 6.806 -2.953 -1.857 0.391
C -2.074 3.880 -1.148 -0.918
S -0.863 2.564 -0.682 0.060
C -2.088 1.274 -0.376 -0.316
H -2.642 3.548 -2.015 0.242
H -1.514 4.776 -1.394 0.287
H -2.746 4.076 -0.315 0.223
H -2.820 1.611 0.360 0.329
H -1.500 0.404 0.018 -0.066
H -2.584 0.996 -1.307 0.344
```

For the highest occupied orbital energy, the calculation gives 0.09 eV. Its energy above the lowest of the compared OMol25 structures with the same formula, charge and spin is 26.3 kcal per mole. As for the net charge: -2. The calculation puts the HOMO-LUMO gap at 0.1479 hartree.

A structure of composition C27H30N6O2PtS at a distorted geometry, computed with wB97M-V/def2-TZVPD.

XYZ file:
```
67
Properties=species:S:1:pos:R:3:mulliken_charge:R:1
Pt -0.343 -0.043 -0.958 0.403
N 0.705 1.597 2.500 0.103
C 1.649 0.910 3.005 -0.486
C 2.014 -0.929 1.764 0.656
O 2.434 -1.610 2.606 -0.344
O 1.678 -0.591 0.705 -0.262
H 0.864 2.162 1.664 0.156
H -0.270 1.390 2.724 0.272
H 1.448 0.435 3.963 0.379
H 2.665 1.282 2.874 0.408
C -4.915 -1.067 2.475 -0.508
C -3.655 -1.627 2.322 -0.842
C -2.702 -0.976 1.551 0.276
C -3.023 0.237 0.959 -0.179
C -4.275 0.816 1.122 -0.412
C -5.224 0.154 1.882 -0.631
N -1.979 0.874 0.195 0.805
N -2.109 2.104 0.024 -0.743
C -0.971 2.716 -0.619 0.210
C -0.980 4.081 -0.793 -0.404
C 0.185 4.699 -1.242 -0.398
C 1.309 3.925 -1.475 -0.988
C 1.223 2.546 -1.325 -0.158
N 0.091 1.951 -0.935 0.166
H -5.664 -1.583 3.062 0.438
H -3.411 -2.564 2.804 0.455
H -1.705 -1.384 1.436 0.302
H -4.495 1.763 0.649 0.487
H -6.203 0.592 2.019 0.421
H -1.882 4.632 -0.568 0.580
H 0.213 5.770 -1.388 0.441
H 2.243 4.371 -1.786 0.494
H 2.062 1.893 -1.517 0.600
S -2.262 -6.313 -1.450 -0.201
C -1.856 -4.629 -1.304 1.153
C -0.552 -4.323 -0.887 -0.918
C -0.161 -3.014 -0.776 -0.660
N -0.978 -1.983 -1.061 0.313
C -2.231 -2.269 -1.444 -0.883
C -2.706 -3.556 -1.567 -0.611
C -3.988 -6.276 -1.869 0.264
C -4.414 -5.906 -3.137 -0.157
C -5.775 -5.944 -3.398 -0.319
N -6.688 -6.330 -2.508 -0.538
C -6.256 -6.706 -1.308 -0.393
C -4.918 -6.698 -0.933 -0.129
H 0.152 -5.111 -0.655 0.463
H 0.830 -2.759 -0.428 0.617
H -2.869 -1.426 -1.673 0.531
H -3.734 -3.711 -1.862 0.459
H -3.709 -5.619 -3.906 0.449
H -6.150 -5.662 -4.375 0.375
H -7.016 -7.030 -0.606 0.372
H -4.614 -7.019 0.053 0.416
C 2.286 -2.219 -3.215 -1.786
C 2.115 -0.777 -2.741 1.577
C 2.971 0.141 -3.618 -1.610
C 0.628 -0.342 -2.764 -1.855
H 3.324 -2.540 -3.114 0.446
H 2.019 -2.299 -4.271 0.426
H 1.660 -2.919 -2.661 0.326
H 2.503 -0.710 -1.719 -0.139
H 2.876 1.194 -3.349 0.363
H 2.677 0.046 -4.665 0.401
H 4.025 -0.132 -3.545 0.400
H 0.002 -1.085 -3.257 0.548
H 0.502 0.624 -3.255 0.605
```

For the highest occupied orbital energy, the calculation gives -13.43 eV. Its energy above the lowest of the compared OMol25 structures with the same formula, charge and spin is 32.9 kcal per mole. As for the net charge: +2. The calculation puts the HOMO-LUMO gap at 0.1694 hartree.